{"formula": "C37H65Br27O14S7", "method": "ωB97M-V/def2-TZVPD", "species": ["H", "H", "O", "C", "H", "Br", "H", "O", "H", "S", "C", "Br", "Br", "H", "Br", "H", "Br", "C", "H", "H", "H", "S", "C", "Br", "Br", "C", "Br", "C", "Br", "C", "H", "H", "H", "H", "C", "H", "C", "H", "O", "H", "C", "C", "C", "H", "H", "O", "O", "Br", "H", "C", "Br", "O", "H", "H", "S", "C", "C", "H", "O", "H", "H", "O", "C", "C", "H", "H", "H", "Br", "S", "S", "H", "O", "H", "H", "C", "H", "O", "O", "C", "H", "C", "Br", "Br", "H", "H", "H", "H", "O", "Br", "H", "Br", "H", "H", "H", "H", "H", "H", "Br", "C", "H", "Br", "Br", "C", "S", "H", "H", "C", "H", "H", "C", "H", "C", "O", "C", "C", "H", "Br", "Br", "H", "C", "Br", "Br", "H", "H", "H", "S", "Br", "C", "H", "Br", "C", "H", "C", "C", "Br", "Br", "H", "C", "H", "H", "C", "H", "H", "H", "H", "H", "C", "C", "C", "O"], "xyz": [[-1.036409, -1.903717, -2.483449], [-2.674620, 6.408874, 1.310501], [0.290818, 4.283222, 2.496696], [-5.345928, -0.674019, -2.651667], [3.041244, -0.330331, 4.412288], [-6.241651, 5.238935, 3.557533], [3.986619, 2.529257, 6.062308], [1.400588, -1.298311, 0.363344], [-4.955896, -4.533950, 2.164424], [3.407670, 5.210170, 5.255529], [-0.130668, 4.945327, -5.470151], [-3.696438, 4.328904, -3.056594], [-5.358001, 2.320017, 4.436190], [-4.469849, -1.028407, 0.805950], [4.889945, 6.462957, 1.445809], [-2.663733, -7.747864, -0.942075], [-4.383605, -2.266692, -2.324253], [-5.544524, 4.367838, -2.646675], [5.858458, 2.656738, 4.754773], [-5.191683, -3.699688, 0.591489], [-0.024601, 0.571394, 1.663025], [-0.746818, -7.552308, 0.334691], [0.317527, -1.907492, -5.327332], [-1.109597, 6.443794, -6.103741], [5.434367, 1.462648, -6.378907], [-2.530265, -7.389215, 0.085784], [-2.247552, -2.720326, -8.726674], [4.549706, -3.397684, 0.092612], [3.304767, 1.678864, -3.956586], [3.037153, 6.555522, 1.077253], [-3.463201, 6.920635, 3.808770], [-3.555273, -0.421730, 2.226022], [-5.580371, -1.122892, 3.651099], [3.294332, -1.084348, 2.097508], [-4.270834, -1.146014, 1.870348], [-2.919303, 3.502764, 1.925296], [2.577286, 3.661298, 4.804140], [-0.054041, -5.629756, 1.333318], [0.296850, -2.734211, 2.015889], [-1.870241, 4.323421, 0.745401], [-0.860870, -2.716067, -3.181197], [3.806450, 2.666029, 4.995919], [6.159582, 1.026248, -0.316684], [0.666947, -4.233370, -2.605849], [3.754784, -0.054009, -5.527011], [-7.368282, -2.512684, 1.268016], [3.266106, 5.424132, 6.679330], [2.611636, 5.558826, -0.479296], [0.691965, -5.816992, -0.326020], [-3.094188, 5.679678, 2.004052], [-0.001531, 4.891985, -3.581098], [1.447472, -4.292482, -5.256732], [-0.610970, -0.560942, 3.074009], [-1.591947, -3.515146, -3.035534], [-6.387676, -2.655118, 2.296506], [3.720367, 1.015605, -5.665992], [-2.684927, -5.888955, 0.194802], [-4.114476, 5.564730, 1.645141], [2.771540, -2.396197, -4.368999], [-3.059014, -7.960906, 0.841916], [3.273552, -2.969061, -1.661971], [6.430209, -5.016866, 1.130119], [2.525527, -1.585510, 2.711693], [0.162609, -0.095210, 2.495471], [4.839245, -4.549048, -3.179224], [1.521280, -1.333543, 4.629571], [-0.788078, 6.597591, 3.383925], [-0.678764, 3.304196, -6.260172], [1.478271, -3.010320, -4.558885], [1.017305, -1.547136, 1.767356], [4.107779, -3.900864, 0.946104], [-0.146592, -8.123621, -0.868588], [-7.278322, 3.063632, 3.145762], [-1.458861, -5.204106, -1.432192], [-0.223635, -5.816403, 0.269161], [7.296077, -4.731001, -1.873456], [7.084514, -2.922055, -0.039677], [3.052673, 6.283408, 4.376360], [2.136605, -0.731902, 3.971074], [-2.770040, -5.531403, 1.219763], [-2.954196, 6.013088, 3.491562], [-2.117057, 0.511704, -0.436120], [6.707907, 2.844757, -0.131947], [0.069589, -0.365558, -1.234191], [-6.397326, -0.291288, 2.224127], [-1.420984, -3.190748, -5.192682], [3.357559, -4.682520, -1.212682], [-6.740842, -3.203351, 3.563229], [-6.665058, 4.320444, -4.176946], [-3.429356, 5.167567, 4.000286], [-0.594909, 1.032318, -3.211647], [0.873326, 5.075274, -5.832349], [5.534155, -3.045031, -2.595449], [-3.522243, -2.978795, 3.033884], [-1.467226, -4.113318, -0.096944], [0.682748, -0.908681, -5.126928], [2.334576, 3.661024, 3.738041], [4.311135, 0.814849, 0.244512], [0.610037, -3.198373, -2.931903], [-1.694238, -1.474955, -4.815805], [-5.595858, 2.951828, 1.367769], [6.414847, 0.358260, -2.083555], [-4.986023, -3.578854, 1.661064], [-1.054211, 4.322477, 3.041730], [0.424915, -2.003263, -6.401381], [5.987389, -5.875433, -1.423713], [5.058806, 3.307162, 4.425234], [-3.576912, -5.504589, -0.314173], [-0.286070, -1.349468, -8.806310], [3.936566, -3.765709, -1.310977], [1.119989, -2.574002, -2.200135], [-2.302932, 4.389317, 1.751959], [-1.417515, 3.189162, 3.854301], [-3.798572, -2.646097, 2.019926], [5.109863, 4.697949, 5.007492], [0.844088, 1.074630, 4.204939], [0.721720, 1.919654, -0.463596], [-6.464283, -0.186265, -1.221416], [-6.042762, -0.967294, -3.418317], [-1.465266, 5.863207, 3.818945], [-4.368847, 0.703396, -3.478249], [-1.507511, 0.072637, -7.297566], [2.860048, -2.617891, 2.765156], [6.736472, 0.426148, 0.359286], [-5.736363, 3.419567, -2.171681], [6.208742, -4.042708, 0.067989], [-6.067983, 5.667394, -1.393020], [6.268790, -4.829309, -1.533903], [4.603127, -2.322281, 0.203933], [2.346901, 1.325045, -6.940237], [5.209462, -4.038030, -2.290618], [5.039461, 3.283354, 3.331963], [1.289435, 0.481591, 3.404148], [-5.662958, -1.013155, 2.574229], [-1.576028, -0.133454, -10.431847], [2.323567, 8.285329, 1.213429], [-2.907648, -2.863983, 1.408115], [-1.021937, -2.317612, -4.692427], [1.830567, 1.196211, 2.762891], [-1.262173, 5.806851, 4.891740], [-1.325473, -1.066106, -8.815220], [1.634992, 3.519104, 5.330773], [2.542542, 6.051675, 1.896116], [5.494510, 5.491732, 4.357731], [5.598270, 4.795284, 5.967380], [3.573984, 1.718651, 4.508682], [-6.262522, 3.361687, 3.132010], [-1.441593, -5.178321, -0.349046], [-0.393902, 0.614052, -1.333296], [-0.457856, -8.096699, 1.594347]], "forces_ev_per_a": [[-0.4, 0.1, -0.2], [0.2, 0.5, 0.4], [-0.2, 0.6, 0.1], [-1.1, -0.6, -1.2], [0.0, -0.3, 0.5], [-0.2, -0.1, -0.1], [-0.2, -0.3, 0.1], [-0.6, 0.1, 1.0], [0.0, -0.2, 0.1], [-0.5, -0.3, 1.3], [0.7, 0.1, -0.4], [0.7, 0.3, -0.2], [0.3, -0.1, 0.4], [0.3, 0.3, -0.1], [0.8, 0.1, 0.0], [-0.3, 0.0, 0.4], [0.7, -0.6, 0.4], [-0.3, -1.2, 0.2], [0.6, 0.2, -0.1], [0.3, 0.1, 0.2], [-0.8, -0.1, 0.2], [1.3, 0.2, -3.5], [0.2, -0.4, 0.6], [-0.4, 0.3, -0.1], [0.3, 0.4, 0.1], [0.9, 0.4, -0.3], [-0.5, -0.3, 0.2], [-0.5, -0.8, -1.1], [-0.1, 0.7, 0.6], [-0.5, -0.9, 1.1], [0.4, 0.1, 0.0], [0.3, 0.2, 0.1], [0.2, 1.0, 0.2], [-0.4, 0.1, 0.3], [-1.1, -1.2, 0.2], [0.2, 0.1, 0.0], [1.9, -0.4, -0.7], [0.0, 0.8, -0.3], [-1.6, -1.9, 0.7], [0.1, 0.1, 0.4], [1.0, -0.3, -0.8], [-1.8, 0.3, 0.3], [-0.4, 0.0, 0.1], [0.2, -0.1, -0.3], [0.0, -0.2, -0.1], [-0.8, -0.1, -0.8], [-0.3, -0.2, -0.1], [-0.3, -0.1, -0.7], [-0.2, 0.1, 0.2], [0.3, 0.0, -1.0], [-0.1, -0.1, 0.6], [-0.3, 0.9, 0.5], [-0.9, 0.3, 0.0], [0.2, 0.2, 0.4], [0.1, 0.5, -0.5], [0.2, -1.2, -0.2], [-0.6, 1.3, 0.0], [-0.2, -0.1, 0.3], [0.0, 0.4, 0.1], [0.0, -0.1, -0.1], [0.4, -0.2, -0.1], [-0.5, 0.7, -0.7], [0.0, 1.4, 0.1], [2.5, -0.8, 0.3], [0.2, 0.0, 0.0], [0.1, 0.1, 0.4], [-0.2, 0.2, -0.1], [-0.5, -0.4, -0.1], [0.3, -1.7, 0.3], [1.7, 1.5, -2.5], [-0.4, 0.2, 0.0], [-0.8, -0.1, 0.7], [-0.8, -0.2, 0.0], [0.4, -0.3, -0.3], [-0.6, -1.4, 0.4], [-0.1, 0.1, -0.1], [0.9, 1.3, 0.1], [-0.2, 0.4, -0.7], [0.2, 0.6, -1.9], [-0.2, -0.5, 0.4], [0.1, -0.9, -0.4], [0.2, -0.1, -0.1], [0.1, 0.2, 0.0], [0.0, 0.2, 0.1], [0.3, 0.1, 0.0], [-0.1, 0.0, -0.4], [0.0, -0.1, -0.1], [-0.3, -0.5, 1.1], [-0.3, 0.2, -0.6], [-0.2, 0.3, 0.3], [0.0, 0.0, 0.2], [0.2, 0.1, 0.0], [0.4, -0.1, 0.0], [0.0, 0.8, -0.1], [-0.1, 0.0, 0.0], [-0.3, 0.4, 0.5], [0.0, 0.4, 0.0], [0.0, 0.0, -0.1], [-0.6, 0.4, -0.8], [-0.4, -0.1, 0.1], [-0.1, 0.0, -0.1], [0.1, -0.1, -0.1], [0.1, 1.3, -0.4], [0.5, -1.3, -1.2], [-0.2, -0.5, -0.1], [0.0, 0.0, 0.0], [-0.3, -0.5, -0.2], [0.1, -0.3, 0.0], [0.2, 0.0, 0.0], [1.6, -0.5, 0.3], [0.1, 0.1, -0.1], [-0.3, 0.0, -0.2], [-0.2, 0.0, 0.8], [0.1, -0.4, 0.1], [0.0, 0.9, -0.8], [0.0, -0.1, 0.0], [0.0, 0.1, -0.2], [-0.2, 0.5, 0.9], [-0.1, -0.1, -0.1], [0.1, 0.5, 0.5], [0.6, 0.7, 0.0], [-0.5, 0.3, 0.3], [-0.4, -0.1, 0.6], [0.3, -0.2, 0.1], [0.0, -0.2, 0.2], [0.8, -1.4, 0.9], [-0.1, 0.8, 0.4], [-1.1, 0.2, 0.3], [0.1, 0.1, 0.2], [-0.5, 0.2, -0.4], [-1.9, 0.6, 0.2], [0.0, 0.3, 0.1], [-0.5, -0.5, -0.1], [1.1, -2.0, 0.0], [-0.3, 0.4, -0.7], [-0.2, 1.0, -0.4], [-0.4, 0.3, 0.0], [0.4, 0.6, 0.3], [0.4, -0.4, 0.4], [0.0, -0.2, -0.2], [1.1, -0.3, 0.1], [0.4, -0.1, 0.5], [0.1, -0.3, 0.0], [0.2, -0.4, -0.1], [0.0, -0.2, 0.3], [0.1, 0.0, 0.2], [0.4, 0.2, -0.2], [-0.2, 1.1, 0.0], [-0.2, 0.0, -0.1], [0.3, -1.1, 2.5]], "mulliken_charge": [-0.472, 0.378, -0.340, -0.448, 0.426, -0.052, 0.528, -0.317, 0.583, 1.112, -0.386, 0.064, -0.010, -0.547, -0.078, 0.400, -0.003, 0.151, 0.420, 0.234, -0.527, 1.225, -0.364, -0.011, -0.047, -0.869, -0.020, 0.060, 0.053, 0.638, 0.397, 0.425, 0.407, -0.091, 0.348, -0.181, -0.445, 0.224, -0.784, 0.217, 0.762, -0.102, -0.415, 0.583, -0.008, -0.662, -0.744, 0.004, 0.170, -0.470, -0.065, -0.711, 0.484, -0.220, 1.329, -0.004, -0.491, 0.161, -0.501, 0.415, -0.202, -0.717, -0.320, -0.308, 0.471, 0.386, 0.362, -0.035, 1.120, 0.997, 0.289, -0.704, 0.502, -0.021, -0.539, 0.450, -0.620, -0.546, -1.099, 0.164, -0.453, 0.544, -0.057, -0.999, 0.319, 0.444, -0.031, -0.737, -0.026, 0.200, 0.273, 0.343, 0.281, 0.350, 0.123, 0.003, -0.046, 0.062, 0.132, 0.219, 0.026, -0.042, -0.876, 1.098, 0.321, 0.352, -0.520, 0.332, 0.308, 0.331, -0.493, -0.117, -0.715, -0.107, -0.722, 0.492, 0.127, -0.030, 0.396, -0.962, -0.009, 0.111, 0.530, 0.408, -0.193, 1.193, -0.053, -0.845, -0.246, -0.056, -0.769, 0.185, -0.191, -0.918, -0.033, -0.054, -0.219, -0.782, 0.116, 0.496, -0.387, 0.655, -0.619, 0.358, 0.337, -0.486, -0.490, 0.249, 0.798, -0.669], "homo_ev": -10.227, "gap_ev": 9.52, "spin_multiplicity": 1, "total_energy_ev": -2035076.4674}